# 1
Computed, not measured: C6H13LaN2O2 as an isolated structure in a non-equilibrium geometry, with ωB97M-V/def2-TZVPD.

Output
**E_HOMO**: -14.2 eV
**Maximum force**: 1.501 eV/A
**2S+1**: 1
**LUMO level**: -11.27 eV
**Orbital gap**: 0.1093 Eh
**Total charge**: +2
**Electronic energy**: -527.06966 Ha

Last column: Mulliken charge in e.
CARTESIAN COORDINATES (ANGSTROEM)
N 1.69773 -1.48060 -0.36376  -0.383
C 1.89639 -0.24919 -1.11355  -0.794
C 1.18388 0.99337 -0.48797  -0.878
C 0.24040 0.72290 0.67543  -0.107
C -1.20429 1.31820 0.51286  -1.391
N -1.96201 0.69348 -0.50533  -0.076
C -1.93163 -0.75235 -0.48219  -0.382
C -1.92154 -1.34019 0.90110  0.554
O -1.39388 -2.46603 1.03662  -0.470
O -2.29329 -0.74313 1.92504  -0.497
H 2.53653 -1.79483 0.09703  0.199
H 1.34922 -2.23517 -0.93546  0.220
H 2.96287 -0.03699 -1.19132  0.394
H 1.56209 -0.34971 -2.14105  0.304
H 1.96361 1.71920 -0.18067  0.346
H 0.64094 1.53167 -1.26164  0.372
H 0.15152 -0.32693 0.95556  1.003
H 0.61758 1.26182 1.56858  -0.118
H -1.13960 2.38793 0.31794  0.514
H -1.71123 1.18232 1.47242  0.450
H -1.83743 1.06230 -1.43810  0.327
H -1.00616 -1.16491 -0.92338  0.200
H -2.76124 -1.16209 -1.05545  0.419
La 2.35956 1.22892 2.61728  1.793

---

# 2
Computed, not measured: C6H13MgO5Sr as an isolated structure in a non-equilibrium geometry, with ωB97M-V/def2-TZVPD.

Output
**Relative energy (zero: lowest compared OMol25 entry of this formula, charge and spin)**: 0.0 kJ/mol
**E_HOMO (alpha / beta)**: -13.3 / -17.5 eV
**Maximum force**: 3.006 eV/A
**Expectation value of S²**: 0.75
**2S+1**: 2
**LUMO level (alpha / beta)**: -7.08 / -7.92 eV
**Orbital gap (alpha / beta)**: 0.2277 / 0.3506 Eh
**Total charge**: +2
**Electronic energy**: -842.88434 Ha

Last column: Mulliken charge in e.
CARTESIAN COORDINATES (ANGSTROEM)
O -1.12693 -1.53786 -0.42875  -0.643
C -2.35838 -2.16246 -0.07697  -0.527
C -3.25486 -1.19380 0.67097  -0.298
O -3.26933 0.04234 -0.05361  -0.262
C -4.21929 0.98790 0.44093  -0.719
Mg -1.45337 0.49907 -0.83702  0.686
H -2.18176 -3.05550 0.53835  0.341
H -2.83080 -2.47331 -1.01753  0.367
H -2.88836 -0.99701 1.69048  0.335
H -4.27627 -1.59448 0.73087  0.458
H -3.96187 1.96528 0.02045  0.274
H -5.22553 0.69718 0.11324  0.306
H -4.17399 1.02332 1.53853  0.334
O -0.05907 0.16220 0.67603  -1.095
C -0.09740 -1.17183 0.69628  0.658
O 1.06633 -1.81998 0.35313  -0.372
C 2.27229 -1.23647 0.74976  -0.286
O 2.64587 -0.18968 -0.13352  -0.614
C 3.26694 -0.62988 -1.35539  -0.747
Sr 1.55385 1.64118 -0.21133  1.749
H -0.51307 -1.57980 1.63114  0.382
H 3.03621 -2.02033 0.70935  0.376
H 2.19884 -0.82184 1.76229  0.324
H 3.41578 0.25561 -1.98192  0.316
H 4.23896 -1.07780 -1.11874  0.301
H 2.61704 -1.34895 -1.87111  0.354

---

- Which value of electronic energy does entry 1 give?
  -527.06966 Ha